Here is one molecule with the formula C5H10FNO at a distorted geometry from the Open Molecules 2025 dataset. Energies are from the ωB97M-V functional and the def2-TZVPD basis.

Output
molar mass = 119.1 u
lowest unoccupied orbital energy = 0.0340 Ha
total energy = -426.3229 Eh
energy above the lowest of the compared OMol25 structures with the same formula, charge and spin = 98.2 kJ/mol
E_HOMO = -9.55 eV

Positions of all 18 atoms, in Å:
C: 1.55727 -0.62266 0.39742
C: 0.23555 0.11204 0.05262
C: -0.99742 -0.78498 0.23239
C: -0.19527 2.11028 -0.47215
C: 0.27801 0.83055 -1.30307
H: 2.44601 -0.00698 0.19283
H: 1.54425 -0.88096 1.49198
H: 1.52278 -1.49697 -0.30467
H: -1.77810 -0.04429 0.38668
H: -1.22252 -1.38393 -0.65241
H: -1.88984 -1.84718 1.66618
H: -0.42060 -2.45623 1.30439
H: 0.36667 3.09946 -0.52627
H: -1.28133 2.26803 -0.64754
H: 1.23627 0.93144 -1.76056
N: -0.91282 -1.56267 1.48996
O: 0.08803 1.39519 0.72219
F: -0.57695 0.33988 -2.26997